114
Properties=species:S:1:pos:R:3 method="wB97M-V/def2-TZVPD" orbital_gap_ev=4.537 multiplicity=1 charge=+2 relative_energy_kj_mol=172.18
Zr -0.95094 -0.11391 -0.30732
C -2.03144 2.40129 2.66251
Si -0.53570 1.82187 1.71231
C 0.56738 1.52285 3.27735
C -0.08979 1.21636 4.47561
C 0.50367 1.55097 5.72031
C 1.77315 2.05393 5.70229
C 2.50888 2.21749 4.50510
C 1.96569 1.73101 3.33489
P 2.92523 1.45792 1.79935
C 3.32621 -0.29734 1.80549
C 3.07301 -1.13338 2.89680
C 3.73161 -2.36012 3.03340
C 4.62877 -2.81602 2.12040
C 4.76044 -2.09568 0.92025
C 4.13180 -0.85786 0.77803
C 4.49792 2.34895 2.01147
C 4.65812 3.55875 1.24775
C 5.93219 4.06458 1.08978
C 6.96369 3.64287 1.94487
C 6.76938 2.54465 2.82986
C 5.54022 1.88977 2.87594
C 0.37700 3.35174 0.87679
C 0.73949 4.46405 1.67664
C 1.29637 5.62989 1.13411
C 1.62853 5.63834 -0.20999
C 1.24773 4.57035 -1.00065
C 0.62069 3.44743 -0.47748
P 0.01244 2.06509 -1.58421
C -1.45826 2.72656 -2.39976
C -1.40828 3.52407 -3.56969
C -2.55607 3.52536 -4.45311
C -3.75941 3.00302 -4.04117
C -3.86020 2.48201 -2.71562
C -2.72121 2.31156 -1.96694
C 1.24134 2.03898 -2.88731
C 2.56173 2.26201 -2.44872
C 3.55917 2.56297 -3.38382
C 3.26881 2.51075 -4.73931
C 2.02824 2.03637 -5.14886
C 0.97766 1.81985 -4.23224
H -1.70053 3.17992 3.39316
H -2.62139 1.60890 3.16303
H -2.69967 2.88980 1.95285
H -1.06223 0.71291 4.51580
H 0.04116 1.36836 6.69309
H 2.25495 2.38833 6.56900
H 3.51767 2.55904 4.60737
H 2.56658 -0.68558 3.74751
H 3.43681 -2.91688 3.89764
H 5.21309 -3.75789 2.23590
H 5.35336 -2.47839 0.08887
H 4.20462 -0.35570 -0.19994
H 3.83538 4.04251 0.73722
H 6.15279 4.86685 0.37853
H 7.99094 4.01666 1.89286
H 7.55726 2.25235 3.53378
H 5.38936 0.96974 3.43313
H 0.40940 4.54862 2.71496
H 1.35199 6.56314 1.67628
H 2.23898 6.42066 -0.70747
H 1.40633 4.70142 -2.07343
H -0.51688 4.08236 -3.86649
H -2.44194 3.87789 -5.46643
H -4.57296 2.91807 -4.73823
H -4.83704 2.19042 -2.29647
H -2.82041 1.78943 -1.00409
H 2.78798 2.07966 -1.39432
H 4.44551 3.03868 -3.03573
H 4.01900 2.89328 -5.42159
H 1.94749 1.67358 -6.18438
H 0.00346 1.45023 -4.58110
C -4.60606 -1.20329 1.65337
As -2.83821 -1.77345 0.92266
C -1.76595 -2.32961 2.51987
C -3.44326 -3.50255 0.09525
C -2.42879 -3.99220 -0.97578
C -0.99326 -4.12918 -0.42150
C -2.52226 -3.23062 -2.35766
As -2.53423 -1.26779 -2.36105
C -2.04523 -1.06558 -4.27736
C -4.52207 -0.96461 -2.61074
C -2.83611 -5.42839 -1.49714
As -4.08062 -6.40744 -0.25749
C -2.78270 -6.93611 1.06958
C -4.09315 -8.10414 -1.39809
H -5.06644 -2.08151 2.15966
H -5.29503 -0.90168 0.85534
H -4.43560 -0.37493 2.33698
H -1.63874 -3.39332 2.52101
H -2.30777 -2.05624 3.40342
H -0.78641 -1.84438 2.52175
H -4.43756 -3.31647 -0.34494
H -3.34816 -4.16032 0.94400
H -0.47538 -3.22570 -0.13275
H -0.40005 -4.61427 -1.19693
H -1.00136 -4.81515 0.45861
H -3.38510 -3.61999 -2.96683
H -1.66315 -3.44037 -2.98864
H -2.83963 -1.45739 -4.88356
H -1.11928 -1.59017 -4.54022
H -1.98526 0.03549 -4.45665
H -4.79281 -0.02364 -2.14139
H -5.04762 -1.75117 -2.07119
H -4.76247 -0.93259 -3.66879
H -1.93493 -6.01896 -1.67810
H -3.43082 -5.45211 -2.45184
H -2.42665 -6.13795 1.70916
H -1.94128 -7.35137 0.51821
H -3.24025 -7.73225 1.66458
H -5.09931 -8.18645 -1.87626
H -3.93173 -8.98946 -0.74980
H -3.38766 -7.98958 -2.21510
F 0.37607 -1.45090 0.03996

149
Properties=species:S:1:pos:R:3 method="wB97M-V/def2-TZVPD" orbital_gap_ev=8.114 multiplicity=1
C -0.45750 -3.40721 2.45170
C -0.64500 -1.92508 2.89030
C -0.90294 -1.07394 1.60158
C -0.10143 0.24853 1.59626
C 1.41598 -0.02094 1.55047
C -0.55255 1.26631 0.49222
C 0.02997 2.67258 0.97561
C 0.92874 3.27912 -0.09731
N 0.65984 4.26287 -0.85628
C -2.07173 1.43227 0.41893
C -2.55915 2.61123 -0.47383
C -3.87044 2.17520 -1.17767
S -5.21420 2.25137 0.03015
C -6.69802 1.73206 -0.85579
S -7.00010 2.35946 -2.32312
N -7.51803 0.82778 -0.14976
C -8.46649 0.12868 -1.00341
C -8.14162 -0.66523 -2.09161
C -9.13054 -1.26153 -2.84705
C -10.46910 -1.10078 -2.53762
C -10.78979 -0.31940 -1.43383
C -9.80387 0.28470 -0.68032
C -6.71931 -0.07461 0.68120
C -5.97056 -1.13975 0.22222
C -5.21156 -1.91903 1.07603
C -5.17632 -1.62485 2.42836
C -5.93830 -0.57112 2.90991
C -6.69171 0.19088 2.04326
O 0.09599 1.00132 -0.77462
C -0.63482 0.29024 -1.67871
O -1.15336 -0.78474 -1.49402
C -0.73377 0.93821 -3.08448
O -0.37594 0.03148 -4.11216
C 0.86330 -0.54301 -3.92397
C 1.95311 0.11882 -3.37233
C 3.18665 -0.46426 -3.17182
C 4.31301 0.31759 -2.51215
C 3.37414 -1.77613 -3.57820
C 2.29524 -2.44412 -4.13726
C 1.04057 -1.87540 -4.30449
C -0.06346 -2.74600 -4.89140
C -1.04695 -3.25634 -3.77669
C -0.79881 -2.13246 -6.10331
H -1.24004 -3.60319 1.70130
H 0.48607 -3.48758 1.89229
H -0.50518 -4.11278 3.28649
H 0.28898 -1.62536 3.38432
H -1.48288 -1.81143 3.58962
H -1.98488 -0.95211 1.48572
H -0.50126 -1.68205 0.77761
H -0.31168 0.77195 2.54628
H 1.95864 0.78799 2.06621
H 1.70773 -0.95063 2.05208
H 1.82549 -0.05707 0.53148
H 0.68326 2.49238 1.84112
H -0.75850 3.35000 1.32181
H 1.93405 2.84108 -0.18461
H -0.29245 4.56367 -0.61971
H -2.60734 0.50957 0.16416
H -2.39855 1.66628 1.44598
H -2.81827 3.50211 0.11508
H -1.82918 2.83981 -1.26191
H -3.73856 1.16160 -1.58883
H -4.10075 2.81291 -2.04337
H -7.10800 -0.80165 -2.39910
H -8.88680 -1.88355 -3.70866
H -11.25290 -1.55079 -3.14356
H -11.83698 -0.20316 -1.17158
H -10.09650 0.89829 0.17155
H -5.95219 -1.39806 -0.83374
H -4.62113 -2.73532 0.66401
H -4.55413 -2.22155 3.09394
H -5.91443 -0.32786 3.97060
H -7.28231 1.02603 2.42019
H -0.05877 1.80486 -3.11421
H -1.75820 1.28394 -3.26464
H 1.81593 1.14969 -3.04236
H 4.28043 0.01810 -1.44864
H 5.30156 0.02441 -2.87817
H 4.13277 1.39766 -2.52249
H 4.32812 -2.29108 -3.47896
H 2.42489 -3.47584 -4.46805
H 0.42750 -3.65642 -5.26799
H -0.66256 -2.88427 -2.81888
H -2.07521 -2.91408 -3.93219
H -1.01330 -4.35211 -3.70298
H -1.05941 -1.07738 -5.98423
H -1.73552 -2.69481 -6.25175
H -0.23720 -2.26034 -7.04042
C -9.17571 5.43487 -0.45337
Cl -8.30267 6.61242 0.53370
Cl -8.76289 3.79275 0.03076
Cl -10.92419 5.69597 -0.34500
H -8.87614 5.57086 -1.48549
C -8.84704 -4.21458 0.58380
Cl -7.62407 -5.47313 0.36150
Cl -8.78632 -3.57302 2.22982
Cl -8.63289 -2.91735 -0.59487
H -9.82210 -4.65998 0.42928
C -12.75215 2.69101 -3.83060
Cl -11.58171 3.35624 -4.97230
Cl -12.11642 1.21948 -3.07500
Cl -13.17304 3.88637 -2.60172
H -13.65202 2.43700 -4.37725
C 5.86184 1.05725 1.37227
Cl 7.20550 0.81791 0.24438
Cl 4.65362 2.13668 0.67276
Cl 5.12613 -0.48418 1.81265
H 6.25262 1.51945 2.27041
C 8.03074 -3.05873 3.03430
Cl 6.75119 -3.11112 4.25429
Cl 7.93030 -4.45838 1.96591
Cl 7.94564 -1.55957 2.10585
H 8.98906 -3.08742 3.54120
C 12.47570 -3.98043 3.66529
Cl 13.81475 -4.22967 2.54377
Cl 11.27090 -2.89545 2.96266
Cl 11.73850 -5.51931 4.10978
H 12.86633 -3.51818 4.56314
C -9.98546 6.47063 4.38717
Cl -8.23525 6.35916 4.61242
Cl -10.44550 5.84991 2.80432
Cl -10.83173 5.60452 5.67326
H -10.26784 7.51461 4.43905
C 1.75124 5.57008 -4.50663
Cl 3.05809 5.40226 -5.68244
Cl 0.47304 6.61093 -5.14003
Cl 1.10598 3.99269 -4.06047
H 2.15433 6.03271 -3.61404
C -6.45499 6.45977 8.41119
Cl -4.76971 6.96014 8.57593
Cl -6.87523 5.27118 9.64644
Cl -7.53152 7.85463 8.49517
H -6.57796 5.99667 7.43980
C 17.75875 -4.15024 1.47531
Cl 18.87713 -5.48714 1.17890
Cl 17.81185 -3.64364 3.16253
Cl 18.12553 -2.79093 0.40913
H 16.75569 -4.49373 1.25503
C 20.35917 -6.70734 5.34180
Cl 19.80873 -6.47645 3.67969
Cl 19.71255 -5.44080 6.38985
Cl 19.90029 -8.30476 5.94088
H 21.43975 -6.63890 5.35583
C 19.67444 -0.92604 -2.63763
Cl 19.12215 -0.17439 -4.13604
Cl 20.57597 -2.40439 -2.97547
Cl 20.65417 0.20252 -1.69850
H 18.80340 -1.18797 -2.05011

118
Properties=species:S:1:pos:R:3 method="wB97M-V/def2-TZVPD" orbital_gap_ev=7.301 multiplicity=1 charge=+1 relative_energy_kj_mol=0.00
Ta 0.73898 -0.05632 -0.48979
C 5.03893 -1.40999 4.24373
C 4.16271 -0.16987 4.33508
N 2.79865 -0.36990 3.80517
C 1.73753 -0.65390 4.78120
C 1.55140 -2.14347 5.03116
C 2.58054 -0.34959 2.49329
S 0.94628 -0.62048 1.96659
N 3.68964 -0.11973 1.75316
C 3.74161 -0.16039 0.45531
O 2.74315 -0.37870 -0.34319
C 5.06130 0.03068 -0.18648
C 5.20910 -0.18401 -1.55523
C 6.44696 -0.00886 -2.15225
C 7.53676 0.38744 -1.38961
C 7.39296 0.60229 -0.02438
C 6.16103 0.41954 0.57795
H 6.03048 -1.18438 4.63820
H 5.14790 -1.72599 3.20737
H 4.62893 -2.23660 4.82248
H 4.61738 0.65486 3.79277
H 4.04114 0.13843 5.37181
H 0.80990 -0.20819 4.42590
H 2.01697 -0.14466 5.70242
H 1.25747 -2.65506 4.11387
H 0.76325 -2.29299 5.76976
H 2.46320 -2.60024 5.41413
H 4.35772 -0.49514 -2.14371
H 6.56254 -0.18271 -3.21412
H 8.50209 0.52776 -1.85865
H 8.24358 0.91099 0.56867
H 6.03420 0.58047 1.63945
C -7.14869 2.09051 -1.99432
C -6.02259 1.18833 -1.57297
C -6.10684 0.43352 -0.41149
C -5.06238 -0.37101 0.02588
C -5.28775 -1.18927 1.27440
C -3.86583 -0.40699 -0.71560
As -2.53107 -1.67286 -0.02803
N -0.78796 -1.33177 -0.80492
C -0.33094 -2.53628 -1.42980
C -1.14610 -3.22735 -2.33620
C -0.66926 -4.34734 -3.00282
C 0.62610 -4.79990 -2.78903
C 1.42823 -4.14357 -1.86865
C 0.94801 -3.03991 -1.17657
C -2.17967 -1.15990 1.83454
C -1.84717 -2.26940 2.63799
C -1.50215 -3.63295 2.08680
C -1.74470 -2.11450 4.01675
C -1.93874 -0.88901 4.63242
C -1.85460 -0.73807 6.12616
C -2.21183 0.20469 3.82335
C -2.33295 0.10054 2.44153
C -2.56101 1.38747 1.69899
C -3.80273 0.26711 -1.94186
C -2.64596 0.12621 -2.89731
C -4.87182 1.06530 -2.33585
H -8.11732 1.62530 -1.81065
H -7.08303 2.33890 -3.05310
H -7.12346 3.02569 -1.43068
H -7.02151 0.45810 0.17213
H -6.35681 -1.29959 1.45110
H -4.84701 -0.72567 2.15759
H -4.86619 -2.19431 1.19245
H -2.16165 -2.89299 -2.50509
H -1.32025 -4.87311 -3.69008
H 0.99462 -5.67111 -3.31337
H 2.42677 -4.50606 -1.66125
H 1.57070 -2.60042 -0.40211
H -2.09833 -3.92287 1.22433
H -1.62596 -4.39432 2.85622
H -0.45276 -3.64765 1.77242
H -1.51367 -2.98428 4.62268
H -1.59579 -1.68040 6.60832
H -2.80896 -0.40430 6.53640
H -1.10766 0.00858 6.40519
H -2.34599 1.18066 4.27990
H -3.14978 2.07597 2.30643
H -3.06590 1.25356 0.75081
H -1.60019 1.86478 1.49806
H -2.56433 -0.90433 -3.24777
H -1.69370 0.39813 -2.44842
H -2.80524 0.76097 -3.77084
H -4.80233 1.59919 -3.27818
C 1.70982 1.89298 -5.60536
N 0.83836 0.76555 -5.35538
C 0.01318 0.19396 -6.41990
C -0.75281 -0.93009 -5.70053
N -0.07799 -0.97269 -4.40782
C 0.78435 0.02371 -4.25006
S 1.78621 0.28086 -2.88918
H 1.12802 2.71991 -6.01237
H 2.49054 1.62198 -6.31879
H 2.16873 2.20587 -4.67202
H 0.64911 -0.18235 -7.22405
H -0.64851 0.95483 -6.83181
H -0.66190 -1.88424 -6.21543
H -1.81064 -0.69723 -5.57639
H -0.23787 -1.67250 -3.69589
C 2.49346 2.86752 0.58907
C 1.26140 3.64983 0.25418
C 1.25202 5.02664 0.41026
C 0.12925 5.77393 0.08768
C -0.99203 5.13542 -0.40499
C -1.02553 3.75438 -0.57314
C -2.25930 3.12026 -1.14041
C 0.10623 3.00051 -0.22873
N 0.12312 1.60847 -0.37453
H 3.28054 3.52283 0.95981
H 2.88129 2.34828 -0.29253
H 2.28670 2.12088 1.35795
H 2.14067 5.51995 0.78582
H 0.13478 6.84869 0.21474
H -1.87064 5.71254 -0.67060
H -3.13755 3.35531 -0.53612
H -2.15834 2.04395 -1.17968
H -2.45289 3.48680 -2.15182

119
Properties=species:S:1:pos:R:3 method="wB97M-V/def2-TZVPD" orbital_gap_ev="5.264 / 5.294" multiplicity=2 charge=-1 relative_energy_kj_mol=54.48
Co -0.27293 0.17396 -0.18349
O -1.75448 -1.06056 -0.70729
C -2.76362 -1.47522 -0.03770
C -3.36365 -2.72111 -0.36945
C -4.40734 -3.24737 0.35387
C -4.93460 -2.56331 1.45422
C -4.41050 -1.32053 1.75590
C -3.37878 -0.74043 1.01761
C -2.97915 0.64568 1.28079
N -1.93127 1.28559 0.80626
C -1.98271 2.56831 1.29900
C -3.08350 2.71380 2.07982
N -3.71430 1.48832 2.05643
H -2.94430 -3.24486 -1.21997
H -4.81164 -4.21467 0.07456
H -5.72922 -2.98763 2.05217
H -4.82189 -0.78546 2.60651
H -1.19417 3.27466 1.09567
H -3.45999 3.54419 2.64749
H -4.55561 1.23980 2.54388
C 2.58239 -0.66861 3.38612
C 1.89570 -0.14400 2.14670
S 0.19018 -0.52601 1.97325
C 2.57677 0.56767 1.23383
C 4.03833 0.90202 1.38735
S 1.76655 1.18053 -0.22237
H 1.86571 -1.15351 4.04804
H 3.07779 0.12845 3.94735
H 3.35303 -1.40694 3.13735
H 4.61420 0.04293 1.74649
H 4.21312 1.72329 2.08927
H 4.46244 1.21164 0.42993
I 1.68367 0.91779 -3.79747
C -0.35081 0.57423 -3.48623
C -1.07659 0.01826 -4.53497
C -2.45589 -0.00753 -4.42150
C -3.05084 0.53329 -3.29471
C -2.22466 1.00078 -2.28575
N -0.88931 0.99824 -2.36319
H -0.56258 -0.34701 -5.41212
H -3.05603 -0.43892 -5.21361
H -4.12253 0.55310 -3.15929
H -2.63156 1.36180 -1.35348
O 0.91278 -2.10144 -0.76292
P 1.64128 -3.36754 -1.05403
C 1.35321 -3.87502 -2.79049
C 1.63448 -2.75486 -3.80132
C 3.02732 -2.82243 -4.41159
C 3.26556 -4.18072 -5.06010
C 3.14353 -5.29877 -4.03139
C 1.80659 -5.26237 -3.29020
C 3.37239 -3.14749 -0.56748
C 3.82448 -1.71235 -0.91312
C 5.35002 -1.57508 -0.85496
C 5.92407 -2.46747 0.23932
C 5.68593 -3.95332 -0.08723
C 4.44867 -4.15131 -0.97603
C 1.04620 -4.78100 -0.08223
C 0.84049 -4.35992 1.40001
C -0.63612 -4.14092 1.70898
C -1.43186 -5.44094 1.57822
C -0.91278 -6.29240 0.40985
C -0.24943 -5.41230 -0.64468
H 0.26100 -3.91612 -2.70010
H 1.45040 -1.79330 -3.32272
H 0.90330 -2.83644 -4.61560
H 3.78195 -2.65090 -3.63598
H 3.14872 -2.01514 -5.13771
H 4.24291 -4.21900 -5.54751
H 2.51594 -4.33102 -5.84706
H 3.96918 -5.22078 -3.32451
H 3.24847 -6.27501 -4.51360
H 1.81740 -5.98841 -2.47530
H 1.03462 -5.61614 -3.98433
H 3.27524 -3.21353 0.52638
H 3.34659 -1.02775 -0.21853
H 3.45133 -1.40986 -1.89446
H 5.61193 -0.52978 -0.68026
H 5.80354 -1.84767 -1.81538
H 5.43953 -2.20752 1.18494
H 6.99033 -2.28044 0.38395
H 5.55746 -4.51915 0.83974
H 6.56496 -4.37201 -0.58572
H 4.10513 -5.18840 -0.91762
H 4.72052 -3.97183 -2.01740
H 1.84568 -5.53142 -0.14670
H 1.38994 -3.44792 1.64302
H 1.23437 -5.15153 2.04736
H -1.01696 -3.37312 1.03223
H -0.74684 -3.70988 2.70375
H -2.48356 -5.19611 1.41845
H -1.38039 -6.01705 2.50701
H -1.72429 -6.87251 -0.03685
H -0.17623 -7.02195 0.76489
H -0.94929 -4.62598 -0.94467
H -0.02913 -5.99573 -1.53877
Te 1.72700 4.06743 0.89887
C 1.58524 4.39824 -1.17530
C 0.34181 4.36487 -1.79859
C 0.22806 4.59591 -3.16445
C 1.36091 4.86246 -3.91814
C 2.60556 4.88340 -3.30534
C 2.71923 4.64433 -1.94304
C 1.64240 6.19340 1.25005
C 2.52643 6.75453 2.16629
C 2.46522 8.10635 2.48842
C 1.52532 8.92317 1.88021
C 0.64705 8.37886 0.95134
C 0.70020 7.02613 0.64780
H -0.54162 4.13226 -1.21538
H -0.74609 4.55561 -3.63664
H 1.27620 5.03511 -4.98376
H 3.49603 5.07467 -3.89144
H 3.69227 4.65017 -1.46926
H 3.28208 6.13201 2.63127
H 3.16302 8.52087 3.20557
H 1.48034 9.97767 2.12197
H -0.08697 9.01022 0.46521
H 0.00537 6.61859 -0.07764

E across the listed records, respectively: -263670.3995, -532314.2852, -145782.6993, -143299.8857 eV.